{"formula": "C3H6N3", "method": "wB97M-V/def2-TZVPD", "relative_energy_ev": 6.454, "homo_ev": [-13.126, -13.125], "spin_multiplicity": 1, "homo_lumo_gap_ha": [0.2213, 0.2212], "charge": 1, "species": ["C", "C", "C", "N", "N", "N", "H", "H", "H", "H", "H", "H"], "positions_angstrom": [[1.8863, -0.7294, 1.8157], [2.0018, -1.1073, 0.5986], [-1.2036, 0.2997, -0.2692], [-2.6472, 1.4255, -1.6818], [-2.1089, 0.4314, -1.2392], [0.0527, 0.4529, -0.4949], [1.6004, 0.2843, 2.1133], [2.4738, -1.2224, 2.6381], [2.3060, -1.8130, -0.1348], [-1.6159, -0.2515, 0.6386], [-3.0498, 1.3032, -2.6159], [0.3044, 0.9268, -1.3686]], "forces_ev_per_angstrom": [[1.2, 1.0, -0.2], [-0.9, 0.3, 2.0], [0.9, -1.3, 2.0], [1.0, 1.5, 0.5], [-1.3, -0.3, -2.4], [0.7, -0.3, 0.8], [-0.7, -0.3, -0.1], [-0.4, -0.1, -0.9], [-0.3, 0.0, -1.1], [0.8, 0.8, -1.0], [-0.6, -0.9, 0.2], [-0.3, -0.3, 0.2]]}

=====

{"formula": "C2H3NO2", "method": "wB97M-V/def2-TZVPD", "smiles": "NC(=O)C=O", "relative_energy_ev": 0.418, "homo_ev": -9.907, "spin_multiplicity": 1, "homo_lumo_gap_ha": 0.3796, "species": ["N", "C", "O", "C", "O", "H", "H", "H"], "positions_angstrom": [[-1.1397, -0.3518, 0.2661], [-0.2029, 0.4941, -0.2196], [-0.4108, 1.6125, -0.6484], [1.2261, -0.0389, -0.1513], [1.7323, -0.3150, 0.9087], [-2.1003, -0.0465, 0.3061], [-0.8915, -1.2526, 0.6417], [1.7869, -0.1017, -1.1033]], "forces_ev_per_angstrom": [[-0.1, 0.1, -0.1], [-0.2, 0.2, 0.0], [0.1, -0.4, 0.0], [0.3, -0.1, 0.4], [-0.2, 0.0, -0.5], [0.1, 0.0, 0.0], [0.0, 0.2, 0.0], [-0.1, 0.2, 0.1]]}

=====

{"formula": "C3H6Si", "method": "wB97M-V/def2-TZVPD", "relative_energy_ev": 4.219, "homo_ev": -8.595, "spin_multiplicity": 1, "homo_lumo_gap_ha": 0.2638, "species": ["C", "C", "C", "Si", "H", "H", "H", "H", "H", "H"], "positions_angstrom": [[-1.1103, 0.0924, -0.1136], [0.0037, 0.2249, -0.5401], [-2.5319, -0.0450, 0.1053], [2.9000, -0.0278, -0.0881], [-2.7606, 0.6493, 0.9086], [-3.1008, 0.3734, -0.7688], [-2.8466, -1.0830, 0.3808], [2.7343, 0.0578, 1.3087], [2.9773, 0.9200, -1.0778], [3.7349, -1.1619, -0.1151]], "forces_ev_per_angstrom": [[-1.0, -0.6, -0.4], [4.5, -0.5, 0.2], [-0.9, 0.5, -0.1], [-3.6, -0.7, 0.5], [-0.5, -0.2, 0.4], [0.4, -0.8, 0.6], [0.2, 0.9, -0.4], [-0.3, 1.0, 1.2], [0.6, 1.7, -1.2], [0.5, -1.3, -0.9]]}

=====

{"formula": "C6H23NO6", "method": "wB97M-V/def2-TZVPD", "smiles": "C/C(=C\\N)CCCO.O.O.O.O.O", "relative_energy_ev": 4.454, "homo_ev": -8.040, "spin_multiplicity": 1, "homo_lumo_gap_ha": 0.3063, "species": ["C", "C", "C", "N", "C", "C", "C", "O", "H", "H", "H", "H", "H", "H", "H", "H", "H", "H", "H", "H", "H", "O", "H", "H", "O", "H", "H", "O", "H", "H", "O", "H", "H", "O", "H", "H"], "positions_angstrom": [[2.5907, -0.2517, -0.0695], [1.5954, 0.8022, 0.1859], [1.1655, 1.0901, 1.4445], [1.3522, 0.2598, 2.5432], [0.8441, 1.3932, -0.9706], [0.4688, 0.2697, -1.9343], [-0.2484, 0.9780, -3.0534], [-1.4113, 1.4802, -2.4281], [3.6037, 0.1270, -0.7052], [2.8799, -0.7409, 0.8252], [2.4046, -1.2808, -0.5533], [0.5605, 2.0801, 1.5393], [1.8034, -0.5423, 2.2967], [1.4685, 0.5186, 3.5128], [0.0705, 2.1590, -0.6274], [1.6977, 1.9184, -1.6067], [1.3524, -0.4301, -2.1081], [-0.1567, -0.6160, -1.6040], [-0.4816, 0.3722, -3.8242], [0.2809, 1.9426, -3.4168], [-1.7338, 0.8793, -1.7476], [-2.7595, -0.6430, 0.5796], [-2.5199, -0.8069, 1.5097], [-1.9864, -0.8155, 0.0432], [-1.8859, -0.6055, 3.1509], [-2.5857, -0.0004, 2.8865], [-1.1876, -0.1897, 2.6757], [-2.1843, 3.1897, -0.3672], [-2.8170, 2.3851, -0.4792], [-1.7706, 2.9980, -1.1382], [0.0729, -3.0055, -0.9160], [0.8029, -3.5394, -1.2816], [-0.1810, -3.1842, -0.0733], [-0.0594, -2.9811, 1.8207], [-0.0323, -2.0530, 1.9322], [-1.0132, -3.1568, 1.9589]], "forces_ev_per_angstrom": [[3.0, -1.6, -2.4], [-1.5, 0.0, 1.3], [-0.7, 1.9, -1.0], [-1.5, 1.8, 0.8], [3.0, 1.1, -0.2], [0.4, -1.6, -0.1], [1.5, 2.7, 2.1], [-1.5, 0.8, -0.4], [-2.7, -0.7, 1.9], [1.2, 0.4, 1.3], [-0.8, 1.8, -0.3], [0.8, -2.1, 0.3], [1.5, -2.5, -0.3], [0.0, 0.5, -0.4], [1.0, -1.4, -0.7], [-1.8, -0.3, 1.0], [-0.6, 1.7, -0.7], [-0.2, 1.3, 0.4], [-0.8, -2.0, -2.8], [-0.5, -1.8, 0.4], [0.2, -0.3, -0.2], [-0.5, 0.2, 0.0], [0.1, -0.5, -0.8], [0.4, -0.2, 0.0], [-1.0, -0.2, 0.2], [-0.6, 0.2, 0.8], [1.9, 0.5, -0.3], [-4.0, -1.8, 3.2], [1.0, 2.2, 1.1], [2.8, -0.2, -4.2], [1.3, 1.2, -5.3], [-0.8, 0.2, 1.0], [-0.3, -1.4, 4.0], [-1.2, -1.6, -0.1], [0.4, 1.7, 0.3], [0.7, -0.1, 0.1]]}

=====

{"formula": "C36H64F4I2InN8SbSi2", "method": "wB97M-V/def2-TZVPD", "relative_energy_ev": 0.378, "homo_ev": -6.781, "spin_multiplicity": 1, "homo_lumo_gap_ha": 0.1852, "species": ["In", "C", "C", "N", "C", "C", "C", "C", "N", "C", "C", "F", "C", "F", "C", "C", "F", "C", "F", "H", "H", "H", "H", "H", "H", "H", "H", "H", "H", "H", "H", "H", "H", "H", "C", "Si", "C", "C", "N", "C", "C", "C", "C", "C", "C", "N", "Si", "C", "C", "C", "H", "H", "H", "H", "H", "H", "H", "H", "H", "H", "H", "H", "H", "H", "H", "H", "H", "H", "H", "H", "H", "H", "C", "C", "Sb", "C", "C", "C", "C", "H", "H", "H", "H", "H", "H", "H", "H", "H", "H", "H", "H", "H", "H", "H", "I", "I", "C", "N", "C", "N", "C", "N", "C", "N", "C", "C", "H", "H", "H", "H", "H", "H", "H", "H", "H", "H", "H", "H"], "positions_angstrom": [[-0.7416, -0.1274, 0.5205], [-2.6202, 4.0036, -1.2135], [-2.3845, 3.2064, -2.4912], [-2.8226, 1.8247, -2.3626], [-4.2801, 1.6865, -2.2529], [-4.7744, 1.3068, -0.8514], [-2.2149, 0.9209, -3.3427], [-1.2017, -0.0767, -2.7609], [-1.6662, -0.8580, -1.6280], [-2.8209, -1.5500, -1.7090], [-3.4485, -1.9830, -0.5196], [-2.8388, -1.6730, 0.6680], [-4.6497, -2.6377, -0.4735], [-5.1769, -2.9434, 0.7283], [-5.3389, -2.9580, -1.6254], [-4.7333, -2.6095, -2.8145], [-5.3438, -2.9015, -3.9741], [-3.5164, -1.9608, -2.8651], [-2.9531, -1.7822, -4.0857], [-2.0508, 4.9391, -1.2296], [-2.3057, 3.4077, -0.3552], [-3.6749, 4.2619, -1.0893], [-1.3173, 3.1984, -2.7152], [-2.8903, 3.7090, -3.3326], [-4.6122, 0.9160, -2.9483], [-4.7602, 2.6242, -2.5615], [-3.9871, 0.7667, -0.3213], [-5.6531, 0.6589, -0.9099], [-5.0489, 2.1880, -0.2699], [-1.6955, 1.4929, -4.1225], [-3.0021, 0.3586, -3.8409], [-0.3258, 0.4826, -2.4109], [-0.8734, -0.7020, -3.6018], [-6.2726, -3.5033, -1.6000], [3.3552, -2.7989, 2.7218], [1.5178, -2.5334, 3.0295], [1.2101, -2.9321, 4.8250], [0.5520, -3.6584, 1.9005], [0.8375, -0.9421, 2.7441], [1.1304, 0.1722, 3.2926], [2.4235, 0.4772, 3.9196], [2.6644, 1.6672, 4.4838], [1.6664, 2.7324, 4.4578], [0.4562, 2.5388, 3.9152], [0.0659, 1.2385, 3.3619], [-1.1171, 0.9190, 2.9920], [-2.6535, 1.5912, 3.5605], [-3.2356, 2.9874, 2.4801], [-2.4559, 2.2196, 5.3147], [-3.8424, 0.1711, 3.5137], [3.9203, -2.7254, 3.6567], [3.7895, -2.0799, 2.0193], [3.5162, -3.8038, 2.3197], [1.7337, -3.8511, 5.1076], [0.1420, -3.0672, 5.0280], [1.5764, -2.1205, 5.4652], [0.3751, -4.6382, 2.3565], [1.0851, -3.8290, 0.9636], [-0.4209, -3.2198, 1.6697], [3.1867, -0.2951, 3.8893], [3.6274, 1.8633, 4.9408], [1.9215, 3.7001, 4.8742], [-0.2775, 3.3369, 3.8744], [-2.5566, 3.8449, 2.5229], [-4.2308, 3.3235, 2.7904], [-3.3015, 2.6541, 1.4449], [-2.2076, 3.2845, 5.3399], [-1.6618, 1.6762, 5.8379], [-3.3845, 2.0818, 5.8780], [-3.8901, -0.2734, 2.5142], [-4.8524, 0.4971, 3.7866], [-3.5399, -0.6125, 4.2157], [3.4641, -5.2648, -3.2349], [2.8844, -4.8920, -1.8693], [1.7122, -3.0853, -1.8287], [3.1953, -1.7195, -1.0404], [4.6024, -1.9897, -1.5665], [1.9042, -2.3907, -3.8532], [0.8214, -2.9190, -4.7979], [3.9882, -6.2219, -3.1734], [4.1827, -4.5218, -3.5888], [2.6838, -5.3688, -3.9915], [3.6884, -4.7679, -1.1381], [2.2415, -5.6870, -1.4952], [3.1496, -1.7722, 0.0485], [2.8520, -0.7304, -1.3389], [4.9393, -2.9996, -1.3307], [5.3167, -1.2975, -1.1105], [4.6592, -1.8544, -2.6478], [2.8954, -2.6834, -4.2043], [1.8767, -1.2992, -3.8012], [0.8070, -4.0092, -4.8262], [0.9988, -2.5649, -5.8162], [-0.1724, -2.5877, -4.4992], [-0.7638, -4.3372, -1.7163], [-3.1398, -5.9401, -1.9099], [1.6472, 2.0885, -1.3755], [1.4797, 2.1189, 0.0883], [1.1458, 3.5083, 0.4617], [2.1796, 4.4574, 0.0408], [2.3253, 4.3636, -1.4160], [2.6898, 3.0049, -1.8440], [3.9500, 2.6372, -1.1851], [3.8453, 2.6983, 0.2776], [2.7776, 1.7903, 0.7045], [3.4524, 4.0640, 0.6542], [0.7000, 2.3566, -1.8416], [1.9090, 1.0748, -1.6810], [1.0279, 3.5630, 1.5440], [0.2059, 3.7782, -0.0158], [3.1015, 5.0571, -1.7423], [1.3801, 4.6383, -1.8872], [4.7378, 3.3154, -1.5162], [4.2170, 1.6195, -1.4792], [2.6786, 1.8502, 1.7882], [3.0469, 0.7660, 0.4347], [4.2315, 4.7573, 0.3327], [3.3547, 4.1139, 1.7412]], "forces_ev_per_angstrom": [[-0.1, -0.2, -0.7], [0.0, 0.1, -0.1], [-0.1, -0.1, 0.2], [0.0, -0.1, -0.1], [0.1, 0.0, 0.2], [0.0, 0.0, 0.0], [0.0, 0.2, 0.1], [-0.2, -0.1, 0.1], [0.2, 0.3, 0.6], [0.1, 0.0, 0.1], [0.1, 0.1, -0.1], [0.0, 0.0, 0.0], [-0.2, 0.0, 0.1], [0.1, 0.0, -0.1], [-0.2, -0.1, -0.1], [-0.1, 0.1, 0.0], [0.1, -0.1, 0.0], [0.1, -0.1, 0.0], [0.0, -0.1, -0.1], [-0.1, -0.1, 0.0], [0.0, 0.1, 0.0], [0.1, -0.1, 0.1], [0.1, 0.0, 0.0], [0.1, 0.0, -0.1], [0.0, 0.0, -0.1], [0.0, 0.0, -0.1], [0.0, 0.0, 0.0], [0.0, 0.0, 0.0], [0.1, 0.0, 0.1], [0.0, 0.0, 0.0], [0.1, 0.1, -0.1], [0.0, 0.0, 0.0], [0.1, 0.1, 0.0], [0.1, 0.1, 0.0], [0.2, 0.3, 0.0], [0.0, -0.4, -0.3], [-0.2, 0.2, 0.2], [0.0, -0.1, 0.1], [-0.1, -0.1, 0.2], [0.3, 0.3, 0.1], [-0.1, -0.2, -0.2], [-0.1, 0.3, 0.1], [0.3, -0.1, 0.0], [-0.1, -0.1, -0.1], [0.2, 0.0, 0.1], [0.0, 0.0, 0.3], [0.0, 0.2, -0.1], [0.0, 0.1, -0.1], [0.1, -0.1, 0.1], [-0.1, -0.1, 0.0], [0.0, 0.0, -0.1], [0.0, -0.1, 0.1], [0.0, 0.1, 0.0], [-0.1, 0.1, -0.1], [0.1, 0.0, 0.0], [0.0, -0.1, 0.0], [0.1, 0.1, 0.0], [-0.1, 0.0, 0.0], [0.0, -0.1, -0.1], [-0.1, 0.1, 0.0], [-0.1, 0.0, 0.0], [0.0, -0.1, 0.0], [0.1, 0.0, 0.0], [0.0, 0.0, 0.0], [0.1, 0.0, 0.0], [-0.1, 0.0, -0.1], [0.0, -0.1, 0.0], [-0.1, 0.1, 0.0], [0.1, 0.0, -0.1], [0.0, 0.0, 0.1], [0.1, 0.0, 0.0], [0.0, 0.0, -0.1], [0.0, 0.0, 0.1], [0.3, 0.0, 0.0], [1.0, 0.4, -0.5], [-0.1, -0.1, 0.2], [0.0, 0.1, 0.1], [-0.2, -0.1, -0.1], [0.2, 0.1, 0.0], [0.0, 0.0, 0.0], [-0.1, 0.0, 0.0], [0.0, 0.0, 0.0], [-0.1, 0.0, 0.0], [-0.1, 0.0, 0.0], [0.0, 0.0, -0.1], [0.0, 0.0, 0.0], [0.0, 0.0, 0.0], [0.0, 0.0, 0.0], [0.0, 0.0, 0.0], [0.0, 0.1, 0.0], [0.0, 0.0, 0.0], [0.0, 0.0, 0.0], [0.0, 0.0, 0.0], [0.0, 0.0, 0.0], [-1.3, -0.6, 0.2], [0.3, 0.1, 0.0], [0.2, 0.1, 0.1], [0.2, 0.3, 0.0], [0.2, -0.2, -0.1], [0.0, 0.1, 0.0], [0.0, -0.2, 0.1], [0.0, 0.0, 0.0], [-0.2, 0.0, 0.1], [0.0, 0.0, 0.0], [-0.1, 0.1, -0.1], [-0.1, -0.2, -0.1], [-0.1, 0.0, 0.0], [0.0, 0.0, 0.0], [0.0, 0.0, 0.0], [-0.1, 0.0, 0.0], [0.0, 0.0, 0.0], [0.0, 0.0, 0.0], [0.0, 0.0, 0.0], [0.0, 0.0, 0.0], [0.0, 0.0, 0.0], [0.0, 0.0, 0.0], [0.0, 0.0, 0.0], [0.0, 0.0, 0.0]]}

=====

{"formula": "C29H46BF2N5P2Pd", "method": "wB97M-V/def2-TZVPD", "relative_energy_ev": 0.000, "homo_ev": [-5.414, -6.648], "spin_multiplicity": 3, "homo_lumo_gap_ha": [0.2158, 0.2290], "s2": 2.01, "species": ["Pd", "C", "C", "C", "P", "C", "C", "C", "C", "C", "C", "C", "C", "C", "N", "C", "C", "C", "C", "C", "C", "P", "C", "C", "C", "C", "C", "C", "H", "H", "H", "H", "H", "H", "H", "H", "H", "H", "H", "H", "H", "H", "H", "H", "H", "H", "H", "H", "H", "H", "H", "H", "H", "H", "H", "H", "H", "H", "H", "H", "H", "H", "H", "H", "F", "B", "F", "C", "C", "C", "C", "N", "C", "N", "N", "N", "H", "H", "H", "H", "H", "H", "H", "H", "H", "H"], "positions_angstrom": [[0.2542, 0.2809, -1.4916], [-1.7292, 3.5304, -2.3572], [-2.6350, 2.7902, -1.3710], [-4.1024, 3.0568, -1.7082], [-2.1058, 1.0203, -1.2896], [-3.1495, 0.0430, -2.4556], [-2.4064, -1.2364, -2.8522], [-4.5409, -0.3106, -1.9348], [-2.4803, 0.4283, 0.3857], [-3.3981, 1.0451, 1.2373], [-3.5625, 0.6378, 2.5500], [-2.7808, -0.4226, 3.0151], [-1.8628, -1.0479, 2.1995], [-1.6705, -0.6429, 0.8560], [-0.6773, -1.1126, 0.0463], [-0.2061, -2.4061, 0.1210], [-1.0196, -3.4845, 0.5285], [-0.5692, -4.7864, 0.4828], [0.7127, -5.0859, 0.0306], [1.5210, -4.0416, -0.3778], [1.0974, -2.7109, -0.3445], [2.1294, -1.3353, -0.9401], [3.5038, -1.1756, 0.2904], [3.0360, -0.2864, 1.4399], [4.0616, -2.4773, 0.8656], [2.8941, -1.8436, -2.5478], [1.8345, -2.4796, -3.4432], [4.1670, -2.6878, -2.5372], [-1.9690, 4.5957, -2.3582], [-1.8780, 3.1614, -3.3754], [-0.6728, 3.4107, -2.1191], [-2.4336, 3.1711, -0.3629], [-4.3658, 2.6320, -2.6781], [-4.2749, 4.1338, -1.7701], [-4.7924, 2.6525, -0.9691], [-3.2304, 0.6749, -3.3484], [-2.2644, -1.8898, -1.9887], [-1.4220, -1.0272, -3.2798], [-2.9868, -1.7790, -3.6015], [-4.4585, -0.9081, -1.0251], [-5.0712, -0.9099, -2.6783], [-5.1551, 0.5596, -1.7100], [-3.9976, 1.8678, 0.8673], [-4.2813, 1.1252, 3.1937], [-2.8822, -0.7543, 4.0419], [-1.2449, -1.8429, 2.5952], [-2.0324, -3.2834, 0.8492], [-1.2363, -5.5842, 0.7871], [1.0643, -6.1070, -0.0139], [2.5151, -4.2675, -0.7394], [4.2943, -0.6494, -0.2573], [2.1473, -0.7125, 1.9167], [2.7955, 0.7187, 1.0992], [3.8166, -0.2144, 2.2004], [3.2928, -3.0071, 1.4287], [4.8782, -2.2470, 1.5545], [4.4483, -3.1552, 0.1089], [3.1505, -0.8681, -2.9787], [1.5938, -3.4886, -3.1038], [2.2064, -2.5414, -4.4677], [0.9063, -1.9025, -3.4672], [3.9877, -3.6997, -2.1727], [4.9619, -2.2441, -1.9385], [4.5448, -2.7812, -3.5584], [1.5097, 2.3426, -3.3321], [0.7882, 1.2118, -3.2811], [0.3340, 0.8356, -4.4949], [2.6268, 2.7771, 4.1072], [1.1082, 2.8946, 4.1257], [0.4427, 1.5254, 4.2187], [0.5819, 3.7088, 2.9459], [0.8661, 3.1004, 1.6445], [0.2308, 2.1122, 1.0211], [0.8488, 1.8845, -0.1156], [1.8956, 2.7383, -0.1622], [1.9164, 3.4620, 0.8933], [2.9782, 2.2889, 5.0164], [3.1118, 3.7513, 4.0336], [2.9625, 2.1762, 3.2625], [0.8209, 3.4796, 5.0067], [0.7593, 0.8710, 3.4029], [-0.6469, 1.5898, 4.1891], [0.7229, 1.0265, 5.1468], [1.0273, 4.7015, 2.9107], [-0.5022, 3.8150, 3.0038], [-0.6526, 1.6088, 1.3780]], "forces_ev_per_angstrom": [[0.0, 0.0, 0.0], [0.0, 0.0, -0.1], [-0.1, 0.0, 0.0], [0.0, 0.0, 0.0], [0.2, -0.2, 0.2], [0.0, -0.1, -0.1], [0.0, -0.1, 0.0], [0.0, 0.0, 0.0], [-0.1, 0.1, -0.1], [0.0, 0.0, 0.0], [0.1, -0.1, 0.0], [-0.1, 0.1, 0.0], [0.0, 0.0, -0.1], [0.1, 0.1, 0.0], [0.0, -0.3, 0.1], [-0.1, 0.2, -0.1], [0.0, 0.0, 0.0], [0.0, 0.0, 0.0], [0.0, 0.1, 0.0], [0.0, 0.0, 0.0], [0.1, -0.1, 0.0], [-0.3, 0.0, -0.1], [0.1, 0.0, 0.0], [-0.1, 0.1, 0.1], [0.0, 0.0, 0.0], [0.1, 0.0, 0.0], [-0.1, 0.0, -0.1], [0.0, 0.0, 0.0], [0.0, 0.0, 0.0], [0.0, 0.0, 0.0], [0.0, 0.0, 0.0], [0.0, 0.0, 0.0], [0.0, 0.0, 0.0], [0.0, 0.0, 0.0], [0.0, 0.0, 0.0], [0.0, 0.0, 0.0], [0.0, 0.0, 0.0], [0.0, 0.1, 0.0], [0.0, 0.0, 0.0], [0.0, 0.0, 0.0], [0.0, 0.0, 0.0], [0.0, 0.0, 0.0], [0.0, 0.0, 0.0], [0.0, 0.0, 0.0], [0.0, 0.0, 0.0], [0.0, 0.0, 0.0], [0.0, 0.0, 0.0], [0.0, 0.0, 0.0], [0.0, 0.0, 0.0], [0.0, 0.0, 0.0], [0.0, 0.0, 0.0], [0.0, 0.0, 0.0], [0.0, 0.0, 0.0], [0.0, 0.0, 0.0], [0.0, 0.0, 0.0], [0.0, 0.0, 0.0], [0.0, 0.0, -0.1], [0.0, 0.0, 0.0], [0.0, 0.0, 0.0], [0.0, 0.0, 0.0], [0.0, 0.0, 0.0], [0.0, 0.0, 0.0], [0.0, 0.0, 0.0], [0.0, 0.0, 0.0], [0.0, 0.0, -0.1], [0.1, 0.0, 0.1], [0.0, 0.0, -0.1], [0.0, 0.0, 0.0], [0.0, 0.1, 0.1], [0.0, -0.1, 0.0], [0.0, -0.1, -0.2], [0.1, -0.1, 0.2], [-0.1, 0.0, -0.1], [0.2, 0.3, 0.3], [0.0, -0.1, 0.0], [0.0, 0.1, -0.1], [0.0, 0.0, 0.0], [0.0, 0.0, 0.0], [0.0, 0.0, -0.1], [0.0, 0.0, 0.0], [0.0, 0.0, 0.0], [0.0, 0.0, 0.0], [0.0, 0.0, 0.0], [0.0, 0.0, 0.0], [0.0, 0.0, 0.0], [0.0, 0.0, 0.0]]}

=====

What DFT total energy values result from the calculations? In sequence: -281.6807; -283.2426; -407.1614; -748.4684; -3852.3899; -2441.6698 hartree.